Entry 1:
{"formula": "C8H11N4OS2", "method": "the ωB97M-V functional and the def2-TZVPD basis", "symbols": ["C", "C", "C", "C", "C", "C", "N", "C", "C", "S", "N", "O", "S", "N", "N", "H", "H", "H", "H", "H", "H", "H", "H", "H", "H", "H"], "positions_angstrom": [[0.85106, 1.06402, 2.80983], [-0.37427, 0.08123, 2.49097], [-0.71110, -0.13408, 1.06881], [-2.06855, 0.15285, 0.55601], [-2.33819, 0.08347, -0.75807], [-1.30442, -0.31975, -1.63340], [-1.18717, -0.54101, -2.95329], [0.11926, -0.78418, -3.23192], [0.85714, -0.80057, -2.10174], [2.50881, -1.15443, -1.51728], [3.11420, -1.58476, -2.95225], [2.45872, -2.31248, -0.63158], [3.31779, 0.45285, -0.86542], [-0.07626, -0.56418, -1.13647], [0.21100, -0.45209, 0.17033], [1.71879, 0.96290, 2.14953], [1.13771, 0.81151, 3.93144], [0.48031, 2.06297, 2.69754], [-1.22387, 0.47603, 3.09616], [-0.20524, -0.88239, 2.93900], [-2.84333, 0.54177, 1.11255], [-3.45686, 0.11438, -1.12737], [-1.94118, -0.70023, -3.69104], [0.35484, -0.87668, -4.29235], [3.44837, -1.02569, -3.60977], [3.30818, -2.50685, -3.18316]], "forces_ev_per_a": [[-0.405, -1.969, 1.569], [0.880, 0.950, 1.264], [-1.302, 0.925, -2.930], [2.514, -0.340, -0.580], [-2.533, -1.174, -1.682], [-0.345, -0.535, 0.202], [-1.672, 0.005, -1.477], [0.778, -0.446, -2.271], [-0.300, -0.378, 0.586], [1.173, -0.174, 0.873], [-1.646, -1.876, 2.727], [-0.291, 1.117, -1.621], [-0.560, -0.576, -0.593], [-1.576, 1.307, 2.797], [0.454, -0.016, 1.560], [-0.235, -0.395, 0.209], [-0.417, 0.892, -2.422], [-0.060, 0.639, 0.284], [0.272, -0.221, -0.939], [0.431, -0.570, 0.119], [-1.304, 0.389, 1.864], [2.586, 0.405, 0.581], [1.303, 0.708, 1.751], [0.431, -0.257, 0.604], [1.763, 3.853, -2.792], [0.061, -2.263, 0.316]], "homo_lumo_gap_ev": 8.36, "lumo_energy_ha": -0.1517, "fmax_ev_per_a": 5.07, "total_charge": 1}

---

Entry 2:
{"formula": "C2H5FN2", "method": "the ωB97M-V functional and the def2-TZVPD basis", "symbols": ["N", "N", "C", "C", "F", "H", "H", "H", "H", "H"], "positions_angstrom": [[-1.31052, -0.85886, 0.13369], [-1.12695, 0.43117, -0.34977], [-0.04071, 0.99425, -0.20616], [1.17682, 0.20679, 0.26676], [1.24298, -0.96098, -0.45442], [-2.27222, -0.94207, 0.10663], [-0.83956, -1.64783, -0.31866], [-0.02080, 2.09372, -0.53896], [2.14514, 0.68561, 0.03777], [1.04583, -0.00180, 1.32313]], "forces_ev_per_a": [[1.496, -0.033, 0.240], [-2.360, -0.426, -0.016], [2.648, 1.852, -0.719], [0.297, 1.434, -0.606], [0.002, -0.993, -0.215], [-2.123, -0.908, -0.126], [0.056, 0.797, 0.061], [0.355, -1.738, 0.625], [-0.552, 0.284, 0.525], [0.180, -0.268, 0.230]], "homo_lumo_gap_ev": 10.19, "lumo_energy_ha": 0.0423, "fmax_ev_per_a": 3.31, "total_charge": 0}

---

Entry 3:
{"formula": "C5H11NO", "method": "the ωB97M-V functional and the def2-TZVPD basis", "symbols": ["C", "N", "C", "O", "H", "H", "H", "H", "H", "C", "C", "C", "H", "H", "H", "H", "H", "H"], "positions_angstrom": [[-1.09843, 0.45437, 2.35335], [-0.12338, 0.11882, 1.34173], [1.08321, 0.01647, 1.69988], [2.08411, -0.23335, 0.85066], [-1.60718, 1.38165, 2.06553], [-1.86253, -0.32885, 2.41389], [-0.66506, 0.59651, 3.35609], [1.44900, 0.11949, 2.72802], [1.69640, -0.25432, -0.04880], [1.22753, -0.39497, -2.20453], [0.03885, -0.70174, -1.68281], [-1.16346, 0.19031, -1.69762], [2.05497, -1.10139, -2.19993], [1.40658, 0.57212, -2.67095], [-0.09551, -1.67391, -1.20620], [-0.90755, 1.20029, -2.03325], [-1.92678, -0.21565, -2.37207], [-1.59077, 0.25416, -0.69300]], "forces_ev_per_a": [[-0.168, 0.052, 0.172], [0.527, -0.007, 0.157], [-0.370, 0.081, 0.164], [-0.058, -0.004, -0.171], [0.049, -0.131, 0.081], [0.113, 0.105, -0.010], [-0.052, -0.033, -0.129], [-0.084, 0.015, -0.073], [0.074, -0.040, 0.089], [-0.154, -0.056, 0.003], [0.161, 0.020, -0.139], [-0.009, 0.049, -0.015], [-0.131, 0.087, 0.018], [-0.042, -0.133, 0.051], [0.031, 0.115, -0.121], [-0.028, -0.148, 0.013], [0.081, 0.041, 0.089], [0.061, -0.011, -0.180]], "homo_lumo_gap_ev": 10.79, "lumo_energy_ha": 0.0414, "fmax_ev_per_a": 0.55, "total_charge": 0}

---

Entry 4:
{"formula": "C41H55GeN4Se2Sr", "method": "the ωB97M-V functional and the def2-TZVPD basis", "symbols": ["Sr", "C", "N", "C", "C", "C", "C", "C", "C", "N", "C", "C", "C", "C", "C", "C", "N", "C", "C", "C", "C", "C", "N", "H", "H", "H", "H", "H", "H", "H", "H", "H", "H", "H", "H", "H", "H", "H", "H", "H", "H", "C", "C", "C", "C", "C", "C", "C", "C", "C", "C", "C", "C", "H", "H", "H", "H", "H", "H", "H", "H", "H", "H", "H", "H", "H", "H", "H", "H", "H", "H", "C", "Ge", "C", "C", "C", "Se", "C", "H", "H", "H", "H", "H", "H", "H", "H", "H", "H", "H", "H", "H", "H", "Se", "C", "C", "C", "C", "C", "C", "H", "H", "H", "H", "H"], "positions_angstrom": [[0.65185, 0.11389, -0.13311], [0.87774, -1.46111, 2.74779], [1.70348, -1.30350, 1.52637], [3.01639, -0.72719, 1.89299], [2.87141, 0.70995, 2.34736], [3.74469, 1.25405, 3.27235], [3.58609, 2.57493, 3.65312], [2.54481, 3.31438, 3.11523], [1.71997, 2.70215, 2.19496], [1.87884, 1.43024, 1.79806], [1.85705, -2.58277, 0.78598], [0.55043, -3.06279, 0.17005], [0.11972, -4.36961, 0.31296], [-1.07507, -4.75217, -0.27999], [-1.81919, -3.81528, -0.97947], [-1.32174, -2.52934, -1.08371], [-0.15004, -2.16026, -0.54347], [-0.61241, -1.62053, 2.50948], [-1.33304, -2.57200, 3.21515], [-2.71107, -2.61237, 3.07601], [-3.32556, -1.70497, 2.22965], [-2.53013, -0.80218, 1.54822], [-1.19593, -0.74549, 1.67375], [0.98717, -0.55357, 3.34330], [1.24267, -2.29310, 3.35832], [3.64861, -0.74120, 1.00220], [3.50888, -1.32809, 2.66673], [4.54175, 0.64746, 3.68352], [4.26494, 3.02116, 4.37000], [2.37888, 4.34559, 3.39750], [0.90875, 3.25292, 1.73107], [2.27395, -3.36681, 1.42726], [2.56412, -2.40795, -0.03051], [0.70876, -5.07426, 0.88795], [-1.42732, -5.77241, -0.18600], [-2.76410, -4.07320, -1.44345], [-1.86436, -1.76245, -1.62850], [-0.81809, -3.26448, 3.87019], [-3.29705, -3.34230, 3.62264], [-4.40066, -1.69385, 2.09516], [-2.98285, -0.08280, 0.87277], [-3.57545, -1.60383, -4.10364], [-2.28585, -0.80550, -4.13692], [-1.04227, -1.41813, -4.31735], [-0.90694, -2.90596, -4.57765], [0.12294, -0.63569, -4.35365], [1.45552, -1.30360, -4.61760], [0.04616, 0.75746, -4.21845], [1.27918, 1.60949, -4.44503], [-1.19997, 1.36910, -3.98103], [-1.25207, 2.87077, -3.76605], [-2.36942, 0.59263, -4.00486], [-3.74850, 1.22833, -4.03249], [-4.12366, -1.52920, -5.04841], [-4.24727, -1.23400, -3.32462], [-3.40993, -2.66201, -3.91142], [-0.26382, -3.08221, -5.44147], [-1.85781, -3.38740, -4.79088], [-0.44679, -3.43098, -3.73492], [1.62643, -1.42924, -5.69427], [1.50468, -2.29624, -4.16774], [2.28160, -0.72851, -4.21118], [1.87654, 1.73119, -3.53749], [1.01339, 2.59788, -4.81669], [1.93270, 1.15314, -5.18638], [-1.27608, 3.42373, -4.71083], [-0.37810, 3.21506, -3.21649], [-2.12679, 3.16796, -3.19282], [-4.32658, 1.05369, -3.12281], [-4.33734, 0.80652, -4.84945], [-3.70495, 2.30141, -4.19855], [-1.53531, 3.77310, 4.27031], [-2.90599, 4.36377, 3.02454], [-4.38257, 3.10039, 2.99609], [-3.53764, 6.15503, 3.42920], [-2.04311, 4.38238, 1.26079], [-1.71892, 2.56505, 0.63422], [-3.30667, 2.35840, -0.45568], [-1.96233, 3.60564, 5.26181], [-0.74811, 4.52733, 4.35761], [-1.09050, 2.83572, 3.92221], [-4.80531, 3.01866, 4.00042], [-4.03777, 2.11070, 2.68400], [-5.17323, 3.43770, 2.32047], [-3.98358, 6.17811, 4.42719], [-4.29675, 6.46102, 2.70559], [-2.71661, 6.87515, 3.40136], [-1.07443, 4.87891, 1.32270], [-2.62712, 4.88953, 0.49380], [-4.19062, 2.32997, 0.17545], [-3.20376, 1.42780, -1.00433], [-3.37084, 3.17826, -1.16343], [3.20578, -0.11144, -1.53123], [4.12904, 1.41513, -0.82701], [3.54218, 2.68693, -0.81086], [4.22035, 3.78485, -0.28827], [5.49898, 3.63390, 0.23305], [6.09010, 2.37630, 0.22446], [5.41314, 1.27773, -0.29922], [2.54982, 2.81746, -1.22093], [3.75202, 4.76394, -0.30145], [6.03481, 4.48860, 0.63063], [7.09109, 2.24860, 0.62333], [5.88636, 0.30411, -0.30898]], "forces_ev_per_a": [[-0.671, 2.254, -0.878], [-0.057, -0.062, -0.274], [0.166, -0.901, 0.836], [-0.173, 0.001, -0.013], [-0.250, 0.026, -0.192], [0.106, 0.029, 0.088], [0.072, 0.033, 0.071], [0.011, 0.041, 0.045], [0.127, -0.318, -0.206], [0.045, 0.058, 0.383], [-0.158, 0.058, 0.075], [0.092, 0.235, -0.125], [-0.030, -0.083, 0.001], [-0.010, -0.063, 0.017], [-0.056, -0.037, -0.034], [0.453, 0.009, 0.118], [-0.334, -1.209, -0.099], [0.077, 0.233, -0.080], [-0.058, 0.000, 0.032], [-0.023, -0.082, 0.055], [-0.076, 0.001, -0.005], [0.349, 0.083, 0.021], [-0.324, -0.285, 0.390], [0.102, 0.031, -0.007], [0.041, -0.081, 0.002], [-0.012, -0.031, -0.074], [-0.036, 0.038, 0.089], [-0.023, 0.018, -0.003], [-0.034, -0.022, -0.034], [0.013, -0.041, -0.018], [0.002, -0.036, -0.004], [-0.039, -0.023, 0.070], [0.073, 0.099, 0.074], [-0.039, 0.033, -0.043], [0.013, 0.042, 0.002], [0.088, 0.023, 0.048], [0.043, -0.031, -0.037], [-0.028, 0.035, -0.031], [0.038, 0.044, -0.031], [0.096, -0.004, 0.003], [0.061, -0.024, 0.040], [0.061, 0.047, 0.009], [-0.095, 0.035, 0.026], [0.037, -0.098, -0.042], [-0.043, 0.079, -0.014], [0.084, 0.032, -0.042], [-0.075, 0.016, -0.020], [-0.051, -0.057, 0.022], [-0.107, -0.017, 0.047], [-0.042, -0.053, -0.061], [-0.050, -0.147, -0.083], [0.007, 0.063, -0.007], [0.176, 0.001, 0.014], [0.044, -0.007, 0.039], [0.033, 0.001, -0.046], [0.006, 0.062, 0.012], [-0.024, 0.019, 0.033], [0.037, 0.034, 0.012], [-0.009, 0.016, 0.003], [-0.030, 0.005, 0.085], [-0.014, 0.057, -0.011], [0.022, 0.027, 0.014], [0.000, -0.019, 0.003], [0.001, -0.032, 0.013], [-0.024, 0.000, 0.008], [-0.005, -0.048, 0.034], [0.041, 0.000, 0.016], [-0.039, -0.017, 0.009], [0.006, -0.007, 0.090], [0.043, 0.005, 0.015], [0.026, -0.006, 0.022], [0.117, -0.055, 0.123], [-0.035, 0.049, 0.055], [-0.170, -0.099, 0.003], [-0.055, 0.131, 0.084], [0.110, 0.041, -0.131], [0.191, -0.110, -0.124], [-0.008, 0.063, 0.070], [0.069, 0.005, -0.063], [-0.049, -0.088, 0.014], [-0.018, 0.069, 0.057], [-0.004, -0.028, -0.091], [-0.044, 0.074, 0.043], [0.047, -0.056, 0.066], [0.037, 0.040, -0.104], [0.057, 0.011, 0.070], [-0.083, -0.038, 0.007], [-0.006, 0.021, -0.049], [0.035, 0.002, -0.032], [-0.042, -0.007, 0.004], [-0.021, -0.108, -0.103], [-0.012, 0.040, -0.057], [0.334, 0.054, -0.379], [-0.165, 0.141, 0.155], [0.281, -0.022, 0.101], [-0.069, -0.148, -0.078], [0.021, -0.045, 0.008], [-0.050, -0.064, -0.023], [0.052, 0.151, 0.075], [-0.111, 0.045, -0.092], [0.009, -0.071, 0.002], [-0.040, -0.060, -0.028], [-0.062, -0.009, -0.040], [0.029, -0.011, -0.016]], "homo_lumo_gap_ev": 6.50, "lumo_energy_ha": -0.0979, "fmax_ev_per_a": 2.51, "total_charge": 1}

---

Calculated energy above the lowest of the compared OMol25 structures with the same formula, charge and spin (kJ/mol), listed in the same order as above: 0.0; 145.6; 171.0; 78.2